[1]
The following is a DFT calculation (wB97M-V/def2-TZVPD) of a cluster of 9 separate species, C54H45N9O18 in total.

```
126
Properties=species:S:1:pos:R:3:forces:R:3:mulliken_charge:R:1
O -2.7248 4.3152 -1.8491 -0.5 0.0 0.0 -0.65
N -3.3065 4.0840 -2.9116 -0.6 2.7 3.4 1.13
O -2.8575 3.4022 -3.7411 0.9 -2.3 -2.9 -0.61
C -4.6065 4.8084 -3.1412 1.8 -0.9 1.2 0.37
C -5.0567 5.7170 -2.1973 -0.9 1.0 -0.8 -0.51
C -6.2397 6.4142 -2.5318 0.8 -0.4 -0.2 -0.46
C -6.8952 6.0644 -3.6991 -0.3 -0.2 -0.1 -0.57
C -6.3700 5.1059 -4.5580 -2.8 0.8 -0.5 -0.24
C -5.2319 4.4621 -4.2990 0.6 -0.7 -0.6 -0.56
H -4.5337 6.0040 -1.2970 0.3 -0.4 -0.1 0.48
H -6.5647 7.2614 -1.9462 -0.2 -0.2 0.3 0.39
H -7.8704 6.4453 -3.9644 0.1 0.5 0.1 0.38
H -6.9742 4.8056 -5.4013 0.1 0.1 -0.3 0.40
H -4.9219 3.7245 -5.0244 0.6 -0.1 0.4 0.46
O 6.1718 -4.2797 4.3861 -0.6 1.8 0.2 -0.57
N 6.5176 -3.1083 4.1614 0.4 -2.4 -0.7 0.99
O 7.5707 -2.8882 3.5996 0.0 1.0 0.1 -0.58
C 5.6659 -1.9674 4.5553 -1.9 -1.9 -0.6 0.12
C 4.2562 -2.1386 4.6238 1.0 1.5 1.8 -0.44
C 3.5134 -1.0654 5.2382 1.1 -1.2 -2.1 -0.82
C 4.1462 0.1529 5.4747 0.8 -0.7 0.1 0.00
C 5.5351 0.2782 5.2218 -1.9 0.3 1.2 -0.68
C 6.2841 -0.7903 4.7988 0.5 2.1 -0.5 -0.35
H 3.7804 -3.0646 4.3363 0.1 -0.1 0.1 0.57
H 2.4485 -1.2315 5.3074 -0.1 0.3 0.3 0.52
H 3.5806 0.9795 5.8787 0.1 0.0 0.0 0.37
H 6.0281 1.1929 5.5162 0.1 0.2 -0.4 0.38
H 7.2715 -0.4793 4.4909 0.5 -1.1 0.3 0.38
O 3.3515 -1.3167 0.4734 -2.1 0.4 0.3 -0.60
N 2.3774 -1.4597 -0.2732 2.4 -0.5 -1.1 1.21
O 2.5728 -2.0337 -1.3518 -1.8 0.6 0.6 -0.63
C 1.0066 -0.9029 0.0722 0.3 -1.4 -2.1 -0.19
C 0.8998 -0.3337 1.2833 -1.7 1.9 2.8 -0.39
C -0.3523 0.2382 1.7259 -1.5 -0.4 -3.2 -0.89
C -1.4610 0.1976 0.8013 2.8 -0.8 1.6 -0.74
C -1.2859 -0.5895 -0.3442 -1.8 0.3 -0.3 -0.32
C -0.1135 -1.0774 -0.8075 2.1 -0.1 1.3 -0.48
H 1.7423 -0.2062 1.9469 0.3 -0.4 -0.2 0.76
H -0.6358 0.7433 2.6375 1.1 0.0 0.4 0.63
H -2.3690 0.7231 1.0580 -0.1 -0.3 -0.1 0.57
H -2.1288 -0.9370 -0.9231 -0.5 0.7 -0.2 0.44
H -0.1237 -1.5817 -1.7625 0.6 -0.2 0.2 0.65
O 8.5809 -6.4690 -3.6274 -0.8 1.0 0.9 -0.57
N 8.0249 -6.9611 -2.6336 -0.2 1.9 -2.8 0.94
O 8.3180 -8.0427 -2.2896 0.0 -2.9 2.3 -0.58
C 6.8877 -6.2215 -2.0307 -1.1 2.8 0.6 -0.11
C 5.9095 -6.7769 -1.1741 0.3 -1.1 -0.7 -0.30
C 4.8019 -6.0991 -0.6736 1.7 1.1 -0.9 -0.35
C 4.7413 -4.7390 -0.9389 0.0 -0.6 0.3 -0.01
C 5.6761 -4.1098 -1.8013 -0.5 -0.6 0.5 -0.42
C 6.7657 -4.7856 -2.3500 -1.0 -2.5 0.7 -0.32
H 5.7759 -7.8010 -0.8580 1.4 -0.5 -0.6 0.33
H 4.1242 -6.6932 -0.0785 -0.2 0.5 0.2 0.42
H 3.9669 -4.2417 -0.3737 0.0 0.9 -0.6 0.14
H 5.4493 -3.0855 -2.0577 0.4 0.2 0.0 0.43
H 7.4223 -4.2901 -3.0498 0.2 -0.2 0.1 0.44
O -5.6859 -3.0605 -2.0445 1.4 -0.5 3.1 -0.57
N -5.2594 -3.3638 -0.8868 -0.9 -1.1 -2.0 1.01
O -4.9435 -4.5105 -0.5275 -0.4 1.7 -1.0 -0.57
C -5.1912 -2.3635 0.1500 0.8 1.6 2.9 -0.21
C -5.1111 -2.7591 1.5132 -0.9 -0.3 -0.3 -0.05
C -5.1174 -1.8329 2.5718 -0.5 -1.7 -1.5 -0.78
C -5.0585 -0.5048 2.2785 0.0 0.1 1.7 -0.29
C -4.9466 -0.0608 0.9850 -0.2 -0.1 1.4 -0.80
C -5.0920 -0.9750 -0.0244 0.2 0.5 -2.3 -0.11
H -5.2536 -3.7917 1.7958 0.2 -0.2 -0.3 0.47
H -5.3221 -2.2250 3.5570 0.4 0.2 0.2 0.44
H -5.1453 0.1186 3.1561 0.3 0.7 -0.3 0.39
H -4.7639 1.0019 0.9239 -0.3 0.0 -1.0 0.59
H -5.0862 -0.4703 -0.9792 0.0 -0.7 -0.6 0.48
O 2.3990 -4.3577 2.9068 -1.3 0.6 -0.5 -0.64
N 1.2063 -4.0307 2.8331 1.1 -1.4 0.3 1.23
O 0.6055 -3.4859 3.7384 0.0 0.1 -0.6 -0.63
C 0.4573 -4.4650 1.6172 -0.4 0.3 -0.9 -0.40
C 1.1287 -4.8970 0.4497 0.1 -0.1 1.2 0.06
C 0.4180 -5.2076 -0.6932 -1.7 1.2 -0.3 -0.61
C -0.9850 -4.9674 -0.7269 0.6 -0.1 1.0 -0.54
C -1.6204 -4.4838 0.4220 -0.1 -1.0 -0.1 -0.21
C -0.9317 -4.3013 1.6011 1.3 0.9 0.2 -0.48
H 2.2011 -5.0237 0.4669 0.0 0.1 0.1 0.52
H 0.9043 -5.4013 -1.6379 0.3 -0.5 0.2 0.39
H -1.5927 -5.1841 -1.5930 0.2 0.1 -0.2 0.46
H -2.6885 -4.3601 0.5228 -0.2 0.1 -0.6 0.32
H -1.4363 -3.8660 2.4511 0.1 -0.2 0.2 0.50
O 4.6967 4.7653 0.8727 -0.7 -0.4 -1.2 -0.57
N 4.0783 4.3086 -0.0739 -0.5 -2.8 -1.8 0.97
O 4.4209 3.3113 -0.8148 0.0 3.1 2.7 -0.57
C 2.6859 4.7880 -0.4422 0.3 2.3 2.1 0.03
C 2.0661 4.2265 -1.5053 0.0 -1.1 -0.2 -0.43
C 0.7721 4.6097 -1.7497 -0.4 0.0 -1.8 -0.44
C 0.1846 5.6979 -1.1551 -0.6 -0.4 -0.2 -0.27
C 0.8167 6.3388 -0.1305 1.1 0.1 0.8 -0.63
C 2.0610 5.8551 0.2884 1.1 -1.1 -0.7 -0.49
H 2.5801 3.4555 -2.0599 -0.2 0.0 -0.1 0.49
H 0.2647 4.1655 -2.5933 -0.2 -0.2 0.0 0.39
H -0.7956 6.0199 -1.4745 0.0 0.0 0.0 0.46
H 0.3060 7.1924 0.2903 0.4 0.1 0.5 0.41
H 2.6388 6.2239 1.1230 -0.2 0.4 0.1 0.66
O -5.8151 2.6579 -7.1139 0.4 -1.9 0.4 -0.54
N -5.9649 1.6116 -6.4745 -0.6 0.7 1.8 0.89
O -7.0453 1.3381 -5.9039 2.5 -0.1 -1.3 -0.55
C -4.6992 0.7131 -6.1282 0.1 0.6 -1.7 0.48
C -4.8270 -0.3723 -5.2953 -1.6 1.0 0.8 -0.64
C -3.7537 -1.1608 -5.0404 1.8 -0.2 0.7 -0.21
C -2.4859 -0.9175 -5.6180 -2.3 -1.5 2.4 -0.61
C -2.4028 0.0816 -6.5086 0.9 0.7 -2.1 -0.55
C -3.4773 0.9089 -6.7979 -2.1 0.3 -0.1 -0.43
H -5.7307 -0.4785 -4.7135 -0.2 -0.3 -0.2 0.45
H -3.8250 -1.9006 -4.2568 -0.2 -0.3 -0.1 0.43
H -1.7141 -1.5508 -5.2061 0.5 0.1 -0.7 0.43
H -1.5327 0.0658 -7.1483 0.3 0.8 0.1 0.41
H -3.5299 1.6146 -7.6138 0.6 0.2 0.0 0.46
O -0.7004 1.5446 6.2829 -1.2 1.4 -0.7 -0.58
N -0.9438 2.6007 5.6951 -0.4 1.0 -0.4 1.03
O -2.0419 3.1370 5.4640 1.2 -1.6 0.8 -0.61
C 0.2141 3.3408 5.1524 1.2 -1.3 0.8 0.21
C 1.4682 2.8855 5.6078 -3.8 -1.1 1.7 -0.41
C 2.5598 3.2587 4.9989 4.3 1.6 -1.9 -0.22
C 2.5561 4.1153 3.9292 -3.4 2.7 -1.5 -0.64
C 1.2688 4.7793 3.5914 2.9 -1.4 0.7 -0.30
C 0.1193 4.3322 4.1962 -0.5 -0.2 -0.1 -0.65
H 1.5615 2.2039 6.4404 -0.5 -0.1 0.0 0.44
H 3.5545 3.0022 5.3324 -0.1 -0.5 0.2 0.49
H 3.4239 4.3715 3.3395 0.2 0.0 0.2 0.46
H 1.1808 5.6240 2.9242 0.3 -0.3 -0.3 0.42
H -0.8246 4.7130 3.8351 -0.2 -0.1 0.3 0.46
```
Forces are in eV/Å.

Total charge: 0
SMILES string: O=[N+]([O-])c1ccccc1.O=[N+]([O-])c1ccccc1.O=[N+]([O-])c1ccccc1.O=[N+]([O-])c1ccccc1.O=[N+]([O-])c1ccccc1.O=[N+]([O-])c1ccccc1.O=[N+]([O-])c1ccccc1.O=[N+]([O-])c1ccccc1.O=[N+]([O-])c1ccccc1

[2]
The following is a DFT calculation (wB97M-V/def2-TZVPD) of a cluster of 9 separate species, C54H45N9O18 in total.

```
126
Properties=species:S:1:pos:R:3:forces:R:3:mulliken_charge:R:1
O 3.0487 8.5609 1.1478 0.3 -0.5 0.6 -0.54
N 3.1118 8.4562 -0.0494 -1.6 0.5 -1.0 0.92
O 3.5733 9.2866 -0.8043 0.6 0.2 0.0 -0.60
C 2.4043 7.3406 -0.7364 0.8 -0.8 0.4 0.57
C 1.7784 7.5967 -1.9475 -0.9 0.7 0.0 -0.46
C 1.2790 6.5686 -2.7229 -0.3 -0.2 0.8 -0.59
C 1.4111 5.2659 -2.2531 -0.2 0.6 -0.8 -0.52
C 2.0354 5.0336 -1.0547 0.7 -0.8 0.7 -0.22
C 2.5515 6.0511 -0.2360 -0.1 0.3 -1.3 -0.63
H 1.4782 8.6041 -2.2086 0.7 0.1 -0.1 0.38
H 0.6901 6.7711 -3.6066 0.2 0.1 -0.1 0.43
H 1.0222 4.4704 -2.8758 0.1 -0.2 0.2 0.50
H 2.2212 3.9935 -0.8149 -0.1 0.1 0.4 0.34
H 3.1670 5.8627 0.6311 -0.2 -0.1 0.2 0.39
O 8.7568 -3.3531 3.9007 -0.3 -0.3 -0.2 -0.56
N 8.7566 -3.3132 2.6847 0.5 1.5 0.1 0.91
O 9.5808 -3.8386 1.9687 0.0 -0.3 -0.1 -0.56
C 7.7521 -2.4421 2.0059 0.1 -0.8 0.0 0.29
C 8.0237 -1.9184 0.7509 -1.4 0.7 -0.1 -0.53
C 6.9583 -1.2802 0.0801 1.3 -0.6 0.7 -0.42
C 5.6864 -1.1414 0.6593 1.2 -0.1 -1.3 -0.43
C 5.4638 -1.7737 1.8595 -0.2 0.6 1.3 -0.10
C 6.5021 -2.3467 2.5845 0.1 -0.3 -0.3 -0.71
H 8.9880 -1.8131 0.2799 0.2 -0.7 0.2 0.42
H 7.3144 -0.9738 -0.8948 -0.9 0.7 -0.1 0.34
H 4.9823 -0.5068 0.1404 -0.4 -0.4 0.1 0.45
H 4.5160 -1.7238 2.3822 -0.2 0.2 -0.3 0.47
H 6.3602 -2.7145 3.5907 -0.1 -0.2 -0.1 0.43
O -0.8750 1.0478 3.6664 0.3 0.0 -0.2 -0.57
N -1.9493 1.2893 4.1766 0.1 -0.3 -0.1 1.12
O -2.1277 2.0478 5.0960 -0.2 0.3 0.4 -0.61
C -3.1022 0.5892 3.6233 -1.7 -0.9 -0.2 -0.30
C -4.2686 0.3671 4.3743 0.8 0.8 0.6 -0.43
C -5.3444 -0.3052 3.8400 0.2 -0.1 -0.9 -0.70
C -5.3032 -0.6790 2.4845 -0.5 -0.7 0.8 -0.57
C -4.1872 -0.4246 1.7367 1.0 0.0 -0.6 -0.50
C -3.0663 0.1351 2.3195 0.9 1.2 0.2 0.53
H -4.3152 0.7602 5.3826 0.1 -0.1 0.0 0.48
H -6.2093 -0.5254 4.4473 0.0 0.0 0.0 0.43
H -6.0898 -1.2857 2.0520 -0.3 0.3 0.0 0.46
H -4.0915 -0.6604 0.6826 -0.3 -0.3 0.0 0.59
H -2.1545 0.3591 1.7765 -0.2 -0.3 -0.2 0.05
O -7.2134 -0.0313 -5.3720 0.0 0.2 -0.1 -0.57
N -7.3957 -1.1379 -4.9079 0.1 0.7 -0.3 0.95
O -8.4749 -1.6759 -4.8031 -0.1 -0.3 0.0 -0.56
C -6.2256 -1.8318 -4.3993 0.5 -1.0 0.8 0.05
C -6.3149 -3.2122 -4.2677 0.4 -0.4 0.3 -0.49
C -5.3186 -3.8927 -3.5790 0.0 0.1 0.5 -0.58
C -4.2408 -3.2132 -3.0306 0.3 0.3 -1.0 -0.37
C -4.0973 -1.8553 -3.2967 -0.2 0.1 0.2 -0.44
C -5.1042 -1.1378 -3.9330 -0.3 -0.3 -0.5 -0.34
H -7.1008 -3.8310 -4.6737 -0.4 0.5 -0.1 0.41
H -5.4226 -4.9535 -3.3918 0.0 0.0 -0.3 0.38
H -3.4068 -3.7391 -2.5837 -0.2 -0.1 0.3 0.46
H -3.1888 -1.3563 -2.9883 0.0 0.2 0.0 0.50
H -5.0117 -0.0794 -4.1276 -0.1 0.1 0.1 0.57
O 1.8262 -5.7809 0.9574 -0.2 -0.1 -0.4 -0.60
N 0.9778 -5.4354 1.7518 -0.1 -0.1 0.3 1.06
O 1.1755 -5.2426 2.9288 0.2 0.1 0.4 -0.63
C -0.3982 -5.2226 1.2972 -1.4 0.3 -0.1 -0.01
C -0.8767 -5.8206 0.1403 0.2 -0.1 -0.1 -0.34
C -2.2014 -5.5998 -0.2491 0.8 -0.1 0.8 -0.57
C -2.9770 -4.7458 0.5220 -0.9 0.5 -1.0 -0.61
C -2.4821 -4.0220 1.5935 0.5 -1.2 0.1 -0.17
C -1.2303 -4.3947 2.0664 0.7 0.7 -0.1 -0.45
H -0.2295 -6.4807 -0.4213 0.0 0.1 -0.1 0.48
H -2.5886 -6.1198 -1.1124 -0.1 0.0 0.0 0.46
H -4.0090 -4.5761 0.2293 0.0 0.0 -0.1 0.36
H -3.0886 -3.2668 2.0707 0.0 -0.1 0.3 0.50
H -0.8486 -3.9725 2.9854 0.1 0.1 -0.1 0.49
O 4.9074 -3.0996 -2.0792 0.1 0.1 -0.1 -0.59
N 4.2790 -4.0720 -1.7093 0.9 0.5 -0.1 1.04
O 3.1473 -4.0073 -1.2799 -0.1 -0.6 0.2 -0.53
C 5.0002 -5.3631 -1.8077 -0.7 -1.3 -0.5 0.06
C 6.1224 -5.4996 -2.5955 1.2 0.0 0.4 -0.33
C 6.7328 -6.7596 -2.6905 -1.1 1.1 -0.2 -0.52
C 6.1359 -7.8576 -2.0984 1.1 -0.2 -0.8 -0.38
C 4.9864 -7.7492 -1.3339 0.3 0.0 -0.6 -0.68
C 4.4146 -6.4978 -1.2311 -0.2 1.4 1.3 0.03
H 6.6631 -4.6639 -3.0190 -0.5 0.2 -0.1 0.40
H 7.6034 -6.8211 -3.3265 0.1 -0.3 0.2 0.39
H 6.6610 -8.7807 -2.3204 -0.4 -0.3 0.5 0.34
H 4.5838 -8.6621 -0.9203 -0.3 0.3 0.3 0.40
H 3.6338 -6.2258 -0.5257 -0.4 -0.7 -0.3 0.42
O -1.4287 3.8854 -3.4168 0.0 -0.3 0.2 -0.65
N -2.1009 3.0330 -2.8730 -0.8 0.0 -0.2 1.17
O -2.1160 1.8481 -3.1604 0.4 0.2 0.0 -0.60
C -3.0598 3.4685 -1.8291 0.6 0.3 0.5 -0.32
C -3.1268 4.8210 -1.5102 -1.1 -0.6 -0.3 -0.55
C -4.0562 5.1802 -0.5334 0.7 0.0 0.4 -0.41
C -4.8154 4.2280 0.1394 0.1 0.1 0.2 -0.63
C -4.6664 2.8764 -0.1521 -0.3 0.2 -0.2 -0.46
C -3.7785 2.5054 -1.1273 0.3 -0.2 -1.0 0.40
H -2.6179 5.5663 -2.1008 0.3 -0.1 0.2 0.53
H -4.0419 6.2089 -0.1972 -0.4 0.1 -0.1 0.41
H -5.4743 4.5388 0.9399 -0.1 0.0 -0.1 0.38
H -5.2464 2.0709 0.2785 -0.1 0.3 0.4 0.48
H -3.7157 1.4667 -1.4205 0.2 0.0 0.0 0.27
O 2.1944 6.6325 3.1909 0.7 -0.8 -0.3 -0.57
N 1.0604 6.9750 3.3735 -0.6 1.0 0.6 1.13
O 0.7562 8.0033 3.9456 -0.3 0.4 0.1 -0.66
C -0.0421 6.1227 2.9419 -0.6 -1.1 -1.3 -0.42
C -1.3913 6.5041 3.0094 1.2 0.3 0.9 -0.64
C -2.3996 5.6039 2.6698 0.5 0.7 0.6 -1.14
C -2.0450 4.3434 2.2183 -0.7 0.6 0.4 0.01
C -0.7193 4.0020 2.1299 -0.4 -0.8 -0.9 0.01
C 0.2966 4.8899 2.4190 0.2 -0.7 0.5 0.21
H -1.4938 7.4731 3.4860 -0.7 0.0 -0.2 0.48
H -3.4266 5.8451 2.9093 -0.1 0.1 -0.3 0.46
H -2.8500 3.6543 1.9920 0.2 -0.2 -0.1 0.54
H -0.5427 2.9988 1.7632 0.6 0.1 0.1 0.01
H 1.3085 4.5146 2.3517 0.1 0.4 0.0 0.56
O 2.8391 0.8382 0.8800 0.3 -0.9 -0.1 -0.63
N 1.7198 1.0628 0.4829 0.2 0.4 0.3 1.01
O 1.2549 2.1820 0.4696 -0.3 0.6 -0.1 -0.43
C 0.8405 -0.0087 0.0017 -0.9 0.4 -0.3 -0.20
C 1.2654 -1.3151 -0.1081 0.7 0.6 0.3 -1.15
C 0.3621 -2.2449 -0.5474 -0.5 -1.2 -0.6 -0.07
C -0.9250 -1.8984 -0.9469 0.4 0.8 0.6 -1.19
C -1.3221 -0.5610 -0.8625 0.2 -0.6 -0.1 0.60
C -0.4517 0.3994 -0.3490 -0.1 -0.8 0.3 0.12
H 2.2844 -1.5698 0.1507 0.0 -0.1 0.0 0.65
H 0.6629 -3.2809 -0.6409 0.1 0.0 0.1 0.79
H -1.6477 -2.6501 -1.2317 0.1 -0.1 -0.2 0.30
H -2.3132 -0.3609 -1.2482 0.0 0.6 0.3 -0.14
H -0.7639 1.3963 -0.0756 0.0 0.1 -0.5 0.41
```
Forces are in eV/Å.

Total charge: 0
SMILES string: O=[N+]([O-])c1ccccc1.O=[N+]([O-])c1ccccc1.O=[N+]([O-])c1ccccc1.O=[N+]([O-])c1ccccc1.O=[N+]([O-])c1ccccc1.O=[N+]([O-])c1ccccc1.O=[N+]([O-])c1ccccc1.O=[N+]([O-])c1ccccc1.O=[N+]([O-])c1ccccc1

The records above yield E_HOMO values of -0.3558, -0.3533 Eh, respectively.
The records above yield ΔE to the lowest compared entry with this formula, charge and spin values of 537.3, 169.8 kJ/mol, respectively.
The records above yield E_tot values of -106963.9430, -106967.7523 eV, respectively.